# 1
{
  "formula": "H62O31",
  "method": "ωB97M-V/def2-TZVPD",
  "e_lumo_ev": -0.59,
  "homo_lumo_gap_ev": 9.56,
  "spin_multiplicity": 1,
  "charge": 0,
  "de_lowest_kcal_mol": 84.09,
  "homo_energy_ev": -10.146,
  "symbols": ["O", "H", "H", "O", "H", "H", "O", "H", "H", "O", "H", "H", "O", "H", "H", "O", "H", "H", "O", "H", "H", "O", "H", "H", "O", "H", "H", "O", "H", "H", "O", "H", "H", "O", "H", "H", "O", "H", "H", "O", "H", "H", "O", "H", "H", "O", "H", "H", "O", "H", "H", "O", "H", "H", "O", "H", "H", "O", "H", "H", "O", "H", "H", "O", "H", "H", "O", "H", "H", "O", "H", "H", "O", "H", "H", "O", "H", "H", "O", "H", "H", "O", "H", "H", "O", "H", "H", "O", "H", "H", "O", "H", "H"],
  "positions_angstrom": [[14.893940, 6.776890, 10.121610], [15.050440, 7.546620, 10.668640], [14.570310, 7.132460, 9.293920], [9.392030, 9.278610, 7.018840], [8.988110, 9.037100, 6.185320], [10.231090, 8.817960, 7.021310], [9.358920, 12.633800, 5.463410], [8.579210, 13.071480, 5.121770], [9.021450, 12.007980, 6.104270], [9.175210, 12.720180, 11.110600], [8.488330, 13.251930, 10.708510], [8.748250, 11.886800, 11.309140], [14.260270, 10.619580, 15.365310], [13.818410, 9.993790, 14.791390], [15.192720, 10.443800, 15.239360], [7.931510, 10.507040, 11.674280], [8.087120, 9.898260, 10.952190], [7.223890, 10.105450, 12.178480], [7.874210, 12.629790, 13.972100], [7.593930, 11.714570, 13.965030], [8.494550, 12.696420, 13.246180], [12.196270, 5.698950, 13.108890], [12.572020, 5.858080, 13.974750], [11.784890, 6.529420, 12.869480], [11.160060, 15.004480, 14.944420], [11.262320, 14.670800, 14.053110], [10.321720, 14.648730, 15.239150], [11.479000, 13.925710, 12.264810], [11.315710, 12.985690, 12.341770], [10.962800, 14.197630, 11.505970], [11.540920, 15.633960, 8.675950], [11.227050, 16.524440, 8.833320], [12.494550, 15.714970, 8.659860], [10.375320, 7.609140, 12.263280], [9.890070, 7.609730, 13.088360], [9.863500, 8.173100, 11.683440], [13.873970, 7.431860, 7.606580], [13.660120, 6.607910, 7.168850], [14.616760, 7.779940, 7.113290], [12.850110, 11.304070, 7.677950], [12.301290, 11.284180, 8.461940], [12.513900, 12.041260, 7.168290], [12.049490, 9.154250, 6.245270], [12.549140, 8.549720, 6.794030], [12.177540, 10.010560, 6.653400], [17.202260, 11.615700, 10.617120], [16.515440, 11.763310, 11.267300], [17.840580, 12.310040, 10.780460], [11.576890, 11.176480, 9.970670], [11.657310, 10.922630, 10.890090], [10.746770, 11.650810, 9.924390], [9.154210, 15.127900, 7.143950], [9.844360, 15.216950, 7.801210], [9.109310, 15.987450, 6.725140], [15.409330, 11.793980, 12.493380], [15.487760, 11.507830, 13.403430], [14.973590, 12.644620, 12.545980], [7.229860, 11.090460, 7.273160], [6.579480, 10.429820, 7.034840], [8.036010, 10.593870, 7.413660], [12.396100, 8.898660, 14.115500], [13.202500, 8.443960, 13.872190], [11.717080, 8.225770, 14.066660], [6.805710, 13.591930, 7.505190], [7.638940, 14.037180, 7.351210], [7.030310, 12.661610, 7.522280], [11.603830, 11.404710, 13.047580], [11.474460, 11.778630, 13.919170], [11.655700, 10.460630, 13.196730], [6.577440, 13.405090, 11.404560], [5.946860, 12.784590, 11.039090], [6.593460, 13.207460, 12.341000], [14.738470, 7.773670, 13.717890], [15.381820, 7.237140, 14.181010], [15.202580, 8.088930, 12.942370], [14.883320, 13.074890, 8.880510], [14.354170, 13.818020, 8.590730], [14.294160, 12.322870, 8.820550], [11.724820, 13.694330, 6.568770], [11.712810, 14.472390, 7.126180], [10.820570, 13.599550, 6.269460], [14.990200, 11.222110, 6.010570], [14.701780, 12.010600, 5.550850], [14.320190, 11.074900, 6.678130], [12.936810, 16.386280, 11.856520], [12.297490, 17.096850, 11.907330], [12.437780, 15.598560, 12.072630], [8.382810, 8.476940, 9.650410], [8.439720, 7.521590, 9.632620], [8.686920, 8.751610, 8.785370], [15.601170, 8.956400, 11.392070], [15.285020, 9.830860, 11.619190], [16.397130, 9.113410, 10.884100]],
  "forces_ev_per_angstrom": [[0.1, -0.8, 0.0], [-0.2, 0.1, 0.1], [-0.2, 0.0, -0.3], [-1.2, 0.1, 0.6], [0.0, -0.1, -0.4], [1.2, 0.2, -0.3], [0.4, -0.1, -0.2], [-0.3, 0.2, 0.0], [-0.2, -0.2, 0.1], [1.4, 0.5, -0.3], [-0.6, 0.2, 0.0], [-0.4, -0.3, 0.1], [0.3, 0.6, 0.0], [-0.4, -0.2, 0.0], [0.3, -0.2, 0.3], [-0.1, -0.3, 0.5], [0.1, -0.6, -0.7], [-0.2, 0.0, 0.1], [-0.4, 0.2, 0.4], [0.1, -0.2, 0.1], [0.5, 0.1, -0.5], [0.0, -0.3, 0.3], [0.3, -0.1, 0.2], [-0.1, 0.1, -0.6], [0.1, 0.2, 0.5], [0.1, -0.2, -0.6], [-0.2, 0.0, 0.1], [0.3, 1.0, 0.1], [0.0, -0.6, -0.2], [-0.3, -0.1, -0.2], [-0.3, -0.1, 0.0], [0.0, 0.4, 0.2], [0.4, 0.0, 0.3], [0.0, 0.0, 0.1], [-0.4, -0.1, 0.2], [-0.1, 0.3, -0.4], [-0.3, 0.1, 0.0], [0.0, -0.4, 0.0], [0.4, 0.3, -0.2], [0.3, -0.4, -0.4], [-0.2, -0.3, 0.9], [-0.3, 1.0, -0.4], [-1.0, -0.9, -0.6], [0.5, -0.2, 0.3], [0.3, 0.6, 0.3], [0.7, -0.5, -0.6], [-0.2, 0.2, 0.3], [0.2, 0.1, -0.1], [-0.1, -0.3, -0.2], [0.2, 0.1, 0.3], [-0.5, 0.5, 0.2], [-0.2, 0.1, -0.2], [0.3, -0.1, 0.3], [-0.1, 0.2, -0.2], [-0.3, -0.2, 0.2], [-0.1, 0.0, 0.4], [-0.4, 0.3, -0.1], [0.0, -0.7, -0.1], [-0.3, 0.0, -0.1], [0.5, -0.3, 0.2], [-1.0, 0.6, 0.2], [0.9, -0.7, -0.2], [-0.1, 0.0, 0.0], [-0.5, 0.7, 0.1], [0.3, 0.5, 0.0], [-0.2, -0.2, 0.0], [-0.3, 0.2, -0.4], [0.1, 0.1, 0.4], [0.3, -0.7, 0.3], [-0.3, 0.2, -0.3], [-0.2, 0.0, -0.3], [0.2, 0.0, 0.6], [0.0, -0.1, 0.6], [0.0, -0.2, 0.2], [0.3, 0.2, -0.9], [0.4, 0.4, 0.4], [-0.1, 0.1, -0.1], [-0.2, -0.3, -0.2], [0.8, -0.3, 0.1], [0.0, 0.2, 0.2], [-0.7, -0.2, -0.5], [0.5, -0.3, -0.5], [0.0, 0.2, -0.1], [-0.1, 0.0, 0.3], [0.3, 0.4, -0.4], [-0.1, 0.2, 0.2], [0.0, -0.6, 0.2], [-0.2, 0.1, 0.7], [0.0, -0.3, 0.1], [0.3, 0.3, -0.8], [0.1, 0.1, 0.5], [-0.2, 0.6, 0.0], [0.5, 0.2, -0.2]]
}



# 2
{
  "formula": "H66O33",
  "method": "ωB97M-V/def2-TZVPD",
  "e_lumo_ev": -0.77,
  "homo_lumo_gap_ev": 9.60,
  "spin_multiplicity": 1,
  "charge": 0,
  "de_lowest_kcal_mol": 74.64,
  "homo_energy_ev": -10.368,
  "symbols": ["O", "H", "H", "O", "H", "H", "O", "H", "H", "O", "H", "H", "O", "H", "H", "O", "H", "H", "O", "H", "H", "O", "H", "H", "O", "H", "H", "O", "H", "H", "O", "H", "H", "O", "H", "H", "O", "H", "H", "O", "H", "H", "O", "H", "H", "O", "H", "H", "O", "H", "H", "O", "H", "H", "O", "H", "H", "O", "H", "H", "O", "H", "H", "O", "H", "H", "O", "H", "H", "O", "H", "H", "O", "H", "H", "O", "H", "H", "O", "H", "H", "O", "H", "H", "O", "H", "H", "O", "H", "H", "O", "H", "H", "O", "H", "H", "O", "H", "H"],
  "positions_angstrom": [[0.766772, -2.587145, -1.227697], [-0.014455, -2.912299, -0.780258], [0.467270, -2.378834, -2.112649], [2.477264, -0.358792, -3.941812], [2.123096, 0.474614, -4.252038], [2.551709, -0.896298, -4.730333], [2.349640, 2.106622, -0.216979], [2.684699, 2.016065, 0.675073], [2.429652, 1.230226, -0.593512], [4.809694, -3.080405, -0.689415], [4.969610, -2.637853, -1.522959], [4.665607, -2.369992, -0.064290], [4.478744, -1.031443, 0.913845], [5.377147, -0.718006, 0.809620], [4.298464, -0.936595, 1.849120], [-0.423524, -1.696963, -3.500504], [0.031344, -1.837118, -4.330976], [-0.772018, -0.807776, -3.564835], [-2.820952, 2.093457, 1.021734], [-2.688567, 1.400493, 0.374804], [-1.953703, 2.236996, 1.400541], [2.941119, -4.268777, 2.566403], [2.661405, -5.039978, 3.059608], [2.682236, -4.454290, 1.663743], [3.415601, 4.472251, -1.185977], [3.959257, 4.748646, -0.448224], [3.026183, 3.645691, -0.900718], [-0.246813, 0.461270, 0.223473], [0.231774, -0.355109, 0.367366], [-0.124390, 0.650448, -0.706826], [0.279911, 1.750250, -2.303300], [-0.245921, 2.454704, -1.924517], [1.075877, 1.732578, -1.771930], [0.140747, -3.758236, 3.387357], [-0.350934, -3.112336, 2.880113], [1.044844, -3.660261, 3.088623], [1.869547, -4.842694, 0.300732], [1.022702, -4.734918, 0.733723], [1.865613, -4.190464, -0.399843], [-3.114605, 0.229881, -1.567715], [-2.959665, -0.710270, -1.476380], [-3.834342, 0.294629, -2.195423], [-0.742519, -5.832076, 1.063183], [-0.926748, -6.175180, 1.937580], [-1.006040, -4.912842, 1.105646], [-0.603917, -0.877706, 5.108902], [-0.638592, -1.437596, 5.884508], [-0.092058, -0.117284, 5.384550], [-2.612600, 4.805493, -0.142028], [-3.017487, 5.604621, -0.479233], [-3.091928, 4.615490, 0.664434], [2.350691, -0.507050, -1.265638], [2.027238, -1.397219, -1.127059], [2.585825, -0.478805, -2.193080], [-1.926244, 3.377627, 4.640817], [-1.362996, 2.967109, 3.984710], [-2.429278, 2.653017, 5.012466], [-0.193160, 1.210372, -4.809946], [0.004380, 1.927456, -5.412440], [-0.108926, 1.598547, -3.939048], [-0.106753, 4.276527, -0.978942], [0.446001, 4.008700, -0.244796], [-0.942075, 4.513923, -0.576312], [-5.309175, 2.899919, 1.408577], [-4.464503, 2.450135, 1.387308], [-5.462890, 3.078091, 2.336394], [2.072851, -1.938932, 5.054764], [2.136042, -2.851146, 5.337776], [1.243453, -1.892099, 4.579224], [2.996622, 2.187388, 3.001636], [3.595267, 2.051219, 2.267257], [3.538139, 2.056870, 3.780073], [-1.638516, -1.453155, 2.792310], [-1.240876, -0.743352, 2.288022], [-1.235893, -1.387163, 3.658200], [-0.401162, 2.008075, 2.557111], [0.473350, 1.930514, 2.938487], [-0.338519, 1.551320, 1.718247], [-0.418724, 5.261875, -3.721904], [-0.204965, 4.864059, -2.877930], [0.417527, 5.592278, -4.050155], [-1.415407, -3.208166, 0.847914], [-2.031319, -2.803911, 0.236802], [-1.508019, -2.699627, 1.653546], [-3.719013, 2.359236, -4.700963], [-3.170010, 2.561857, -5.458434], [-3.266149, 2.764043, -3.961180], [1.597275, -1.175589, 1.637241], [2.339067, -1.316695, 1.048969], [1.947865, -0.625713, 2.337923], [-2.418184, -3.545579, -3.493915], [-2.360100, -3.914794, -4.375123], [-1.667537, -2.954959, -3.431216], [-3.140539, -2.598817, -1.003328], [-2.871597, -3.055433, -1.800452], [-4.036738, -2.313356, -1.181033], [-2.994064, 2.820233, -2.164518], [-2.745459, 3.538718, -1.582962], [-3.058554, 2.057565, -1.589708]],
  "forces_ev_per_angstrom": [[0.4, -0.5, 0.3], [-0.4, -0.2, 0.7], [-0.2, 0.3, -0.6], [0.3, -0.2, -0.1], [-0.4, 0.4, -0.1], [0.2, -0.2, -0.1], [0.0, 0.8, 0.2], [-0.3, 0.0, 0.1], [0.2, -1.3, -0.1], [0.1, -0.7, -0.5], [0.0, 0.0, -0.3], [-0.3, 0.1, 0.3], [-0.2, 0.7, 0.3], [0.4, 0.1, -0.1], [0.0, -0.3, 0.5], [0.0, -0.4, 0.0], [0.2, 0.1, -0.3], [-0.1, 0.7, 0.0], [0.1, 0.1, -0.1], [0.0, -0.5, -0.3], [0.0, 0.2, 0.3], [0.3, 0.7, 1.6], [0.1, -0.3, 0.1], [-0.1, -0.3, -1.2], [0.2, 0.6, -0.3], [0.1, 0.2, 0.1], [-0.2, -0.5, 0.1], [-0.7, 0.2, 0.5], [0.5, -0.5, 0.3], [-0.1, 0.2, -0.6], [-0.1, -0.7, 0.0], [-0.4, 0.8, 0.3], [0.3, 0.2, 0.0], [-0.4, -0.2, 0.6], [0.0, 0.2, -0.1], [0.8, 0.0, -0.3], [0.4, -0.1, -0.2], [-0.7, -0.5, 0.1], [0.1, 0.3, -0.4], [0.0, 0.2, 0.2], [0.3, -0.5, 0.3], [-0.3, 0.2, -0.4], [0.3, -0.8, -0.1], [0.0, -0.1, 0.2], [-0.5, 0.7, -0.1], [0.0, 0.1, 0.3], [0.0, -0.3, 0.2], [0.1, 0.3, 0.0], [0.1, 0.3, -0.1], [-0.1, 0.3, -0.2], [-0.3, -0.5, 0.3], [0.6, 1.2, 0.6], [-0.5, -0.5, 0.2], [0.1, 0.0, -0.6], [-0.1, 0.3, 0.3], [0.1, -0.2, -0.5], [-0.2, -0.2, 0.1], [0.1, -0.6, -0.9], [-0.1, 0.2, -0.3], [0.1, 0.2, 0.8], [0.5, -0.4, -0.4], [0.4, 0.0, 0.1], [-0.8, 0.3, 0.3], [-0.7, 0.5, 0.0], [0.6, -0.2, -0.1], [-0.1, 0.0, 0.2], [0.4, 0.5, 0.3], [0.1, -0.3, -0.1], [-0.4, -0.2, -0.2], [-0.5, -0.1, -0.2], [0.4, 0.0, 0.0], [0.1, 0.0, 0.3], [-0.5, -0.3, -0.7], [0.1, 0.4, -0.3], [0.1, 0.3, 0.7], [-0.2, 0.3, 0.7], [0.4, 0.2, 0.1], [0.4, -0.7, -0.9], [-0.3, 0.0, -0.5], [0.2, -0.1, 0.6], [0.2, 0.1, 0.0], [1.0, -0.6, -0.5], [-0.7, -0.1, -0.3], [-0.2, 0.6, 0.5], [-0.3, -0.3, -0.7], [0.1, 0.0, -0.2], [0.1, 0.1, 0.7], [-0.5, -0.1, 0.1], [0.3, -0.2, -0.4], [0.0, 0.1, 0.3], [-0.5, -0.4, 0.2], [-0.2, -0.2, -0.1], [0.6, 0.6, -0.1], [-0.2, 0.7, 0.0], [0.0, -0.7, -0.7], [-0.4, -0.1, 0.2], [0.3, 0.3, -0.3], [-0.2, 0.4, 0.3], [0.1, -0.3, 0.0]]
}



Quick rundown of E_tot, same order as above: -2369.66519; -2522.58190 Ha